# 1
The following is a quantum chemistry calculation of a structure of composition C3H7N5, from the Open Molecules 2025 dataset.

Properties
HOMO-LUMO gap = 10.08 eV
HOMO = -9.1 eV
total energy = -392.05549 Eh

Cartesian coordinates (Å):
1 C 0.5644 0.6648 0.6955
2 C 0.4784 -0.7951 -0.6381
3 C 1.0699 0.6266 -0.7620
4 N -1.0356 -0.7035 -0.6823
5 N -0.9521 0.7983 0.6833
6 N -1.2901 0.7430 -0.7502
7 N -1.5252 -0.5386 0.7259
8 N 0.9735 -0.7368 0.7354
9 H -2.3038 0.8542 -0.8095
10 H -1.1681 -1.1603 1.4512
11 H 0.5970 -1.3652 1.4384
12 H 0.9710 1.3317 1.4518
13 H 0.7999 -1.6298 -1.2563
14 H 0.6665 1.3181 -1.4898
15 H 2.1542 0.5926 -0.7933

=====

# 2
The following is a quantum chemistry calculation of the molecule C3H7N5 at a distorted geometry, from the Open Molecules 2025 dataset.

Properties
HOMO-LUMO gap = 9.42 eV
SMILES = [H]/N=c1/cnn(C)n1N
HOMO = -8.9 eV
total energy = -392.11024 Eh

Cartesian coordinates (Å):
1 H 2.9131 0.7056 0.0008
2 N 2.6911 -0.3104 -0.1479
3 C 1.3613 -0.4618 -0.3361
4 C 0.6247 -1.7638 -0.0865
5 N -0.5077 -1.5216 0.3395
6 N -0.6739 -0.1627 0.2229
7 C -1.9754 0.0629 -0.3539
8 N 0.3602 0.4206 -0.5280
9 N 0.6114 1.5795 0.2609
10 H 0.9303 -2.8273 0.4045
11 H -2.3889 1.0034 -0.1322
12 H -2.7077 -0.4279 0.3550
13 H -2.0730 -0.2956 -1.3715
14 H 0.5909 1.5047 1.3706
15 H 0.2437 2.4945 0.0018

=====

# 3
The following is a quantum chemistry calculation of a cluster of 2 separate species, C3H7NO in total at a distorted geometry, from the Open Molecules 2025 dataset.

Properties
HOMO-LUMO gap = 10.65 eV
SMILES = CC=O.C=N
HOMO = -9.7 eV
total energy = -248.43184 Eh

Cartesian coordinates (Å):
1 C 0.8278 -1.9020 0.0769
2 C 1.2524 -1.6752 -1.3438
3 O 2.3887 -1.8649 -1.6784
4 H 0.5143 -2.9578 -0.0968
5 H -0.2228 -1.5490 0.2297
6 H 1.6294 -1.7204 0.7733
7 H 0.3972 -1.4613 -2.0566
8 C -1.1048 2.6314 1.1059
9 N -1.2635 2.4861 -0.1319
10 H -0.2123 2.5289 1.7311
11 H -1.9639 2.8726 1.7711
12 H -2.2425 2.6117 -0.3805

=====

# 4
The following is a quantum chemistry calculation of the molecule C3H7NO at a distorted geometry, from the Open Molecules 2025 dataset.

Properties
HOMO-LUMO gap = 10.31 eV
SMILES = CNC(C)=O
HOMO = -9.4 eV
total energy = -248.50326 Eh

Cartesian coordinates (Å):
1 C -0.2433 -0.2457 -1.4780
2 N 0.4121 0.7221 -0.6231
3 C 0.5527 0.6087 0.7398
4 C -0.3508 -0.3705 1.4572
5 O 1.5545 1.0530 1.2780
6 H -0.3044 0.1654 -2.4852
7 H 0.3398 -1.1649 -1.4985
8 H -1.3051 -0.3775 -1.2720
9 H 1.0717 1.3302 -1.0835
10 H -0.7825 -1.1002 0.7838
11 H -1.1421 0.2083 1.9089
12 H 0.1974 -0.8289 2.2726

=====

# 5
The following is a quantum chemistry calculation of the molecule C3H7NO, from the Open Molecules 2025 dataset.

Properties
HOMO-LUMO gap = 10.55 eV
SMILES = NC1COC1
HOMO = -9.5 eV
total energy = -248.45015 Eh

Cartesian coordinates (Å):
1 N 1.4781 0.2913 0.5032
2 C 0.0726 -0.0795 0.4503
3 C -0.2974 -0.9925 -0.7378
4 O -1.3119 -0.0703 -1.1769
5 C -0.9190 0.9163 -0.2014
6 H 1.6398 0.9670 1.2506
7 H 2.0227 -0.5322 0.7188
8 H -0.2836 -0.4499 1.4127
9 H -0.7040 -1.9879 -0.4736
10 H 0.5154 -1.1125 -1.4773
11 H -1.7887 1.2478 0.3771
12 H -0.4239 1.8024 -0.6457

=====

# 6
The following is a quantum chemistry calculation of the molecule C3H7NO, from the Open Molecules 2025 dataset.

Properties
HOMO-LUMO gap = 10.70 eV
SMILES = CCC(N)=O
HOMO = -9.7 eV
total energy = -248.50598 Eh

Cartesian coordinates (Å):
1 C 1.2502 -0.6363 -0.8817
2 C 0.1645 0.4992 -0.6295
3 C -0.4287 0.0894 0.7161
4 N -1.7394 0.2969 1.0816
5 O 0.2455 -0.5993 1.4639
6 H 1.9829 -0.3638 -1.6402
7 H 1.8175 -0.8429 0.0365
8 H 0.8008 -1.6074 -1.1257
9 H -0.6397 0.7121 -1.3657
10 H 0.6948 1.4585 -0.5635
11 H -2.2702 1.1378 0.9262
12 H -1.8783 -0.1442 1.9820

=====

# 7
The following is a quantum chemistry calculation of a cluster of 2 separate species, C3H7NO in total at a distorted geometry, from the Open Molecules 2025 dataset.

Properties
HOMO-LUMO gap = 8.95 eV
SMILES = C=CN=C.O
HOMO = -9.0 eV
total energy = -248.37648 Eh

Cartesian coordinates (Å):
1 C 1.4091 0.2842 1.1541
2 C 0.7998 -0.6415 0.3867
3 N -0.1347 -0.5108 -0.6342
4 C 0.0153 0.0306 -1.7699
5 H 1.7558 1.1586 0.6140
6 H 1.5093 0.0651 2.2074
7 H 1.0224 -1.6584 0.7141
8 H -0.3321 -0.3581 -2.7286
9 H 0.6756 0.9198 -1.8547
10 O -2.2805 0.2264 1.0212
11 H -2.9814 0.2758 0.3732
12 H -1.4587 0.2084 0.5165

=====

# 8
The following is a quantum chemistry calculation of a cluster of 2 separate species, C3H7NO in total, from the Open Molecules 2025 dataset.

Properties
HOMO-LUMO gap = 10.91 eV
SMILES = NC=O.C=C
HOMO = -9.9 eV
total energy = -248.47559 Eh

Cartesian coordinates (Å):
1 N 1.8559 -0.7776 0.6110
2 C 2.0052 -0.1673 -0.5948
3 O 1.2285 0.6420 -1.0346
4 H 1.1513 -0.4586 1.2590
5 H 2.6294 -1.2682 1.0270
6 H 2.8910 -0.5169 -1.1442
7 C -2.3515 0.7932 0.1372
8 C -2.8532 -0.2946 0.7070
9 H -1.9657 0.7483 -0.8721
10 H -2.3776 1.7588 0.6190
11 H -2.7874 -1.2551 0.2169
12 H -3.2099 -0.2666 1.7267

=====

# 9
The following is a quantum chemistry calculation of a structure of composition C3H7NO, from the Open Molecules 2025 dataset.

Properties
HOMO-LUMO gap (spin up / spin down) = 7.54 / 7.54 eV
HOMO (spin up / spin down) = -7.3 / -7.3 eV
total energy = -248.33838 Eh

Cartesian coordinates (Å):
1 C 0.2589 1.5052 -0.4630
2 N 0.4176 0.2044 0.2271
3 C -0.4613 -0.1727 1.3407
4 O -1.5078 0.4310 1.3654
5 C -0.1424 -1.6514 -0.1686
6 H -0.8096 1.7192 -0.5470
7 H 0.7353 1.4647 -1.4426
8 H 0.7137 2.3176 0.1187
9 H 1.3785 -0.0311 0.4539
10 H 0.4130 -1.6730 -1.1064
11 H -1.2172 -1.7341 -0.3262
12 H 0.2214 -2.3797 0.5480

=====

# 10
The following is a quantum chemistry calculation of a cluster of 2 separate species, C3H7NO in total, from the Open Molecules 2025 dataset.

Properties
HOMO-LUMO gap = 10.96 eV
SMILES = CC=O.C=N
HOMO = -9.9 eV
total energy = -248.45082 Eh

Cartesian coordinates (Å):
1 C -0.5364 1.0382 0.8896
2 C -1.9277 0.6687 0.4954
3 O -2.1548 -0.2084 -0.3021
4 H 0.1495 0.2630 0.5752
5 H -0.3843 1.2116 1.9562
6 H -0.2685 1.9895 0.4196
7 H -2.7716 1.1871 0.9736
8 C 1.9225 -1.3321 -0.8648
9 N 1.2026 -0.6410 -1.6277
10 H 3.0050 -1.3663 -0.9626
11 H 1.5555 -1.9770 -0.0520
12 H 0.2083 -0.8332 -1.5005

=====

# 11
The following is a quantum chemistry calculation of a cluster of 2 separate species, C3H7NO in total at a distorted geometry, from the Open Molecules 2025 dataset.

Properties
HOMO-LUMO gap = 8.63 eV
SMILES = C=CN.C=O
HOMO = -8.5 eV
total energy = -248.42149 Eh

Cartesian coordinates (Å):
1 C -1.5645 -0.1221 1.3806
2 C -1.4185 -0.7713 0.1929
3 N -1.0102 -0.0802 -0.9805
4 H -1.4932 0.9316 1.5093
5 H -1.9547 -0.6204 2.2773
6 H -1.8193 -1.7333 0.1653
7 H -0.0215 0.2564 -0.7892
8 H -0.8274 -0.6939 -1.7584
9 C 2.5923 0.7267 -0.5374
10 O 2.0368 0.5987 -1.6309
11 H 2.4456 1.6072 0.0788
12 H 3.0344 -0.0995 0.0922

=====

# 12
The following is a quantum chemistry calculation of a cluster of 2 separate species, C3H7NO in total at a distorted geometry, from the Open Molecules 2025 dataset.

Properties
HOMO-LUMO gap (spin up / spin down) = 8.28 / 8.20 eV
HOMO (spin up / spin down) = -8.3 / -8.3 eV
total energy = -248.32933 Eh

Cartesian coordinates (Å):
1 C -0.5531 1.1089 -0.0859
2 C -2.1388 -0.6929 0.0338
3 C 2.4029 0.0415 0.0385
4 N -1.6290 0.5884 -0.0843
5 O 1.1185 -0.3974 -0.1629
6 H -0.2899 2.1418 -0.2847
7 H -2.8528 -0.7688 0.8855
8 H -1.3494 -1.4207 0.0657
9 H -2.7606 -1.0591 -0.7231
10 H 2.4751 0.9062 -0.5679
11 H 3.0757 -0.8297 -0.2277
12 H 2.5014 0.3818 1.1130

=====

# 13
The following is a quantum chemistry calculation of the molecule C3H7NO, from the Open Molecules 2025 dataset.

Properties
HOMO-LUMO gap = 11.08 eV
SMILES = [H]/N=C(\C)OC
HOMO = -10.1 eV
total energy = -248.48958 Eh

Cartesian coordinates (Å):
1 H 1.4217 -0.3774 1.7338
2 N 0.4643 -0.3127 1.3924
3 C 0.4321 0.0716 0.1824
4 C 1.5353 0.3433 -0.8046
5 O -0.7226 0.2225 -0.4857
6 C -1.8933 -0.2099 0.1824
7 H 1.2556 -0.2259 -1.6824
8 H 2.5219 0.0508 -0.4341
9 H 1.5426 1.3977 -1.0978
10 H -1.8309 -1.2862 0.3669
11 H -1.9990 0.3127 1.1333
12 H -2.7278 0.0134 -0.4866

=====

# 14
The following is a quantum chemistry calculation of the molecule C3H7NO at a distorted geometry, from the Open Molecules 2025 dataset.

Properties
HOMO-LUMO gap = 10.99 eV
SMILES = [H]/N=C(\C)CO
HOMO = -10.1 eV
total energy = -248.45160 Eh

Cartesian coordinates (Å):
1 H -0.1149 1.8841 1.5140
2 N -0.1003 1.7251 0.4181
3 C -0.0638 0.4949 0.0793
4 C 0.1042 -0.5967 0.9943
5 C -0.1986 0.0422 -1.3529
6 O -0.4943 0.8415 -2.4503
7 H -0.4842 -1.4616 0.8297
8 H 1.0698 -0.9861 1.0469
9 H -0.0008 -0.1490 2.0200
10 H 0.8223 -0.4541 -1.6729
11 H -1.0222 -0.7388 -1.1828
12 H -0.7736 1.7654 -2.2177

=====

# 15
The following is a quantum chemistry calculation of the molecule C3H7NO at a distorted geometry, from the Open Molecules 2025 dataset.

Properties
HOMO-LUMO gap (spin up / spin down) = 6.55 / 6.55 eV
HOMO (spin up / spin down) = -6.2 / -6.2 eV
total energy = -248.33187 Eh

Cartesian coordinates (Å):
1 C -0.0733 1.1646 -1.0186
2 C -0.9975 -0.8023 0.3211
3 N 0.2299 0.5386 0.2148
4 C 1.4534 -0.2166 0.3629
5 O 2.1125 -0.5951 -0.5507
6 H 0.0138 1.0894 1.0373
7 H -0.9948 1.7383 -0.9701
8 H 0.2271 0.5740 -1.8766
9 H 1.6840 -0.4153 1.4230
10 H -0.8301 -1.4068 1.2142
11 H -1.9257 -0.2479 0.4071
12 H -0.8992 -1.4211 -0.5645

=====

# 16
The following is a quantum chemistry calculation of a cluster of 2 separate species, C3H7NO in total at a distorted geometry, from the Open Molecules 2025 dataset.

Properties
HOMO-LUMO gap (spin up / spin down) = 9.14 / 4.90 eV
total charge = +1
HOMO (spin up / spin down) = -14.5 / -14.3 eV
2S+1 = 2
total energy = -248.09720 Eh

Cartesian coordinates (Å):
1 C -1.3037 2.4891 -0.3901
2 N -1.4565 2.1722 0.7836
3 H -2.0364 2.9759 -1.0431
4 H -0.3880 2.3411 -0.9971
5 H -0.7433 1.6656 1.3463
6 O 0.5495 0.1612 0.1756
7 C 0.9977 -0.8480 -0.3122
8 C 0.7125 -2.2022 0.2081
9 H 1.7740 -0.8829 -1.0981
10 H 1.0897 -2.3229 1.2361
11 H 1.1409 -3.0734 -0.2821
12 H -0.3365 -2.4757 0.3730

=====

# 17
The following is a quantum chemistry calculation of the molecule C3H7NO2 at a distorted geometry, from the Open Molecules 2025 dataset.

Properties
HOMO-LUMO gap = 10.10 eV
SMILES = O=CNCCO
HOMO = -9.6 eV
total energy = -323.70018 Eh

Cartesian coordinates (Å):
1 O 1.5798 2.8976 -0.5628
2 C 1.4596 1.6592 -0.4478
3 N 0.2930 1.0790 -0.0099
4 C 0.3121 -0.3065 0.3985
5 C -1.0949 -0.9154 0.3414
6 O -1.4506 -1.3141 -0.9902
7 H 2.2959 0.9585 -0.6564
8 H -0.4420 1.7720 0.2014
9 H 0.9790 -1.0420 -0.3318
10 H 0.7371 -0.2858 1.4117
11 H -1.1762 -1.8700 0.9587
12 H -1.8932 -0.2236 0.7019
13 H -1.5998 -2.4089 -1.0145

=====

# 18
The following is a quantum chemistry calculation of the molecule C3H7NO2, from the Open Molecules 2025 dataset.

Properties
HOMO-LUMO gap = 10.78 eV
SMILES = NC(=O)CCO
HOMO = -10.0 eV
total energy = -323.75968 Eh

Cartesian coordinates (Å):
1 N -1.1325 -1.1148 -0.6505
2 C -0.8320 0.2125 -0.8954
3 O -1.0683 0.7178 -1.9753
4 C -0.1172 0.9586 0.2188
5 C 1.2446 0.3548 0.5769
6 O 1.1259 -0.8791 1.2578
7 H -1.2780 -1.4298 0.2977
8 H -1.7340 -1.5297 -1.3511
9 H -0.7280 0.9777 1.1299
10 H 0.0076 1.9849 -0.1364
11 H 1.8630 0.2542 -0.3271
12 H 1.7694 1.0334 1.2561
13 H 0.8795 -1.5406 0.5988

=====

# 19
The following is a quantum chemistry calculation of a cluster of 2 separate species, C3H7NO2 in total at a distorted geometry, from the Open Molecules 2025 dataset.

Properties
HOMO-LUMO gap = 10.43 eV
SMILES = CC=O.NC=O
HOMO = -9.8 eV
total energy = -323.68039 Eh

Cartesian coordinates (Å):
1 C 1.4600 1.2477 -0.5648
2 C 2.3583 0.7606 -1.8021
3 O 2.5186 -0.3503 -2.2774
4 H 2.1200 2.0280 -0.1502
5 H 0.6157 1.7001 -1.0459
6 H 0.9167 0.5487 0.2004
7 H 2.9598 1.5996 -2.0003
8 N -2.2771 -1.8998 1.6166
9 C -1.7257 -0.7930 1.0668
10 O -1.3816 0.2084 1.7965
11 H -2.7468 -2.5699 0.8484
12 H -2.8801 -1.7097 2.3995
13 H -1.9377 -0.7705 -0.0875